Entry 1:
Below is a structure of composition C49H45GeN6NaO4S at a distorted geometry, with properties calculated with ωB97M-V/def2-TZVPD.

Computed properties:
energy relative to the best compared isomer or geometry (same formula, charge and spin): 220.7 kJ/mol
spin multiplicity: 2
E_tot: -140440.42941 eV
expectation value of S²: 0.761
lowest unoccupied orbital energy (alpha / beta): 1.83 / 1.83 eV
charge: -1
orbital gap (alpha / beta): 3.63 / 6.16 eV

XYZ file:
```
107
Properties=species:S:1:pos:R:3:forces:R:3
Ge 11.82898 18.56764 17.72202 0.71 0.59 -0.57
S 20.32143 20.92123 11.97319 -0.23 0.13 -0.08
Na 14.84497 15.51762 13.08223 0.29 -0.31 -0.01
O 13.96071 13.29415 12.54633 0.86 -0.40 0.25
O 18.15966 13.72563 11.05503 0.04 -0.77 -0.22
O 16.95065 14.50598 15.18398 -1.25 -0.30 0.78
O 12.11599 16.80458 17.36371 1.34 -0.27 0.11
N 16.16627 17.29917 12.36094 -1.09 -2.40 -0.74
N 20.49228 18.79237 10.40808 0.48 -0.50 -1.42
N 16.58975 12.05202 10.66098 0.72 -0.22 0.50
N 13.56499 16.56212 17.32503 -1.35 -0.17 -0.19
N 15.57002 14.60667 15.49841 1.28 0.30 -1.28
N 16.26257 13.49584 12.39070 0.52 0.47 -0.31
C 7.65571 19.56353 19.66031 -0.21 -0.16 0.58
C 8.77866 16.38475 9.25199 0.24 -0.02 -0.97
C 14.16976 12.74787 9.30684 0.38 -1.35 1.52
C 14.11064 10.03820 12.73496 1.08 0.16 0.23
C 18.47119 18.75629 11.69503 3.23 0.30 0.01
C 14.27154 11.57145 10.10738 -0.68 0.17 0.31
C 12.34164 11.72791 8.05530 0.78 1.34 0.63
C 8.21257 18.28319 19.80114 -0.46 -0.45 -0.35
C 13.18270 12.80990 8.36783 -0.40 0.68 -1.24
C 13.05076 19.05098 19.25358 -1.39 1.03 -1.30
C 12.54385 19.94852 20.21508 -0.59 -1.28 -0.15
C 19.72497 19.50282 11.27920 -2.71 -1.11 1.84
C 18.35992 17.34737 11.35906 -1.61 -0.15 -0.33
C 15.34032 10.45100 12.18127 -0.61 -0.19 -0.39
C 13.24698 20.04442 21.39950 0.26 1.26 0.52
C 13.99781 8.89563 13.51102 -0.85 0.39 -0.60
C 15.09261 12.91505 12.19084 -0.49 -0.60 -1.25
C 16.39196 18.45654 12.93640 2.05 1.74 -0.51
C 13.87198 15.46910 16.72673 -1.00 0.96 0.05
C 12.83711 14.57650 16.07668 1.18 -1.45 -0.37
C 14.93374 18.53618 20.65025 0.26 0.75 -1.32
C 7.34674 15.58863 11.03495 0.62 0.20 -0.48
C 9.93986 18.81103 18.25088 0.27 -2.01 0.12
C 16.42876 15.61601 17.55437 -0.49 1.41 -0.33
C 17.15004 13.11549 11.33410 -0.89 0.72 1.28
C 12.86120 21.10035 13.70951 -0.19 -1.72 2.07
C 13.84776 20.89327 14.72229 -2.35 -0.52 -0.53
C 14.31664 18.52140 19.39156 0.63 -1.33 -0.24
C 9.68723 16.18429 11.49938 -0.49 0.56 -1.22
C 16.46791 9.78652 12.61891 -0.11 0.47 0.43
C 17.56643 19.19720 12.69219 -1.51 0.37 0.59
C 9.26464 17.81063 19.01849 0.59 0.94 0.18
C 11.62192 20.40786 13.85862 1.88 1.44 -0.54
C 11.26333 19.80230 15.03431 -0.55 -0.41 0.37
C 12.44746 10.63292 8.84794 -0.38 -1.58 0.36
C 15.34406 11.62252 11.20497 -1.36 0.83 0.76
C 16.32950 8.77256 13.53467 2.36 -2.41 0.52
C 12.19734 19.57852 16.03818 1.31 -0.20 0.09
C 14.45073 19.39196 21.61968 0.23 -0.73 0.43
C 15.33038 15.24773 16.57190 0.76 -1.23 0.28
C 17.14798 16.71186 11.62983 1.32 0.46 -0.06
C 13.32545 10.54248 9.92764 1.30 0.56 -0.55
C 7.55180 15.86228 9.66815 -1.13 -0.19 0.10
C 13.52656 20.01287 15.76728 -0.31 -0.06 0.39
C 8.42004 15.80229 11.91328 -0.19 0.15 0.61
C 8.30922 20.49905 18.87474 -0.53 -0.48 -0.29
C 9.84384 16.53412 10.12897 1.28 -0.65 0.91
C 9.40621 20.07518 18.13722 1.45 1.24 -0.22
C 15.13061 8.17147 13.82381 -0.48 -0.86 0.99
H 7.78012 17.66925 20.57303 -0.28 -0.51 -0.15
H 14.77898 21.40671 14.75333 0.72 0.06 -0.42
H 11.85871 14.99649 16.30455 0.10 -0.36 -0.32
H 17.26766 8.27247 13.95422 -1.27 0.75 -0.80
H 6.68856 19.75341 20.18926 1.20 0.19 -0.32
H 17.72397 20.13104 13.26032 0.03 -0.47 -0.65
H 13.04686 21.68301 12.83908 0.21 0.35 -0.49
H 10.96075 20.37096 13.02975 -0.70 0.30 -0.54
H 10.22230 19.48511 15.10644 0.24 -0.20 0.25
H 13.33062 9.60790 10.49059 0.16 0.48 -0.05
H 14.87686 13.54205 9.58320 -0.55 -0.08 -0.63
H 15.98278 16.24706 18.35923 0.58 -0.62 -0.48
H 19.13094 16.74007 10.86715 -0.30 0.53 0.21
H 8.96254 16.63147 8.18195 -0.34 -0.24 0.90
H 17.01497 15.66788 11.29470 -0.03 0.78 0.37
H 7.99383 21.52550 18.82608 -0.28 0.18 -0.15
H 19.94983 18.20529 9.76298 0.67 0.42 0.28
H 15.83894 17.96464 20.74051 0.39 0.07 0.34
H 9.60631 16.74134 19.04734 -0.20 1.33 0.19
H 15.02260 19.52533 22.54977 -0.54 -0.09 -0.35
H 17.17405 16.20291 16.97649 -0.37 -0.17 0.48
H 10.00609 20.79147 17.52292 -0.77 -0.36 0.60
H 10.45834 16.24440 12.27508 -0.05 0.17 -0.68
H 15.57314 18.82279 13.53068 0.04 0.35 0.50
H 17.47286 10.04312 12.36904 0.37 0.55 -0.46
H 13.26492 10.66630 12.61210 -0.72 0.34 -0.36
H 12.97896 13.53369 16.50922 -0.40 1.20 -0.43
H 14.79648 18.00195 18.51861 -0.71 0.43 1.35
H 8.30985 15.76649 12.99822 -0.37 -0.54 -0.26
H 11.54399 20.41819 20.06008 0.97 -0.33 0.32
H 6.39483 15.19766 11.41057 0.37 0.28 -0.21
H 11.61698 11.83789 7.27446 -0.22 -0.17 -0.30
H 11.86598 9.74200 8.63782 -0.27 0.10 0.01
H 15.09270 7.16345 14.30780 0.00 1.23 -0.16
H 16.94117 13.97278 14.36315 -0.13 0.23 -0.18
H 16.98467 14.75565 17.94936 -0.51 0.05 -0.14
H 6.70589 15.68270 8.93508 1.24 0.30 0.92
H 13.04888 13.71930 7.79353 0.11 0.09 -0.01
H 12.97526 8.64467 13.79410 0.39 -0.37 0.17
H 21.27120 19.31320 10.00471 -0.51 -0.26 0.14
H 17.04295 11.66098 9.86575 0.14 -0.28 -0.35
H 10.86080 16.79550 9.74034 -1.14 -0.02 0.39
H 13.04934 14.41648 14.96704 -0.41 0.41 1.41
H 12.93520 20.72066 22.17790 -0.35 0.19 0.11
H 14.35107 19.61888 16.37061 -0.32 0.54 0.23
```
Positions in Å, forces in eV/Å.

Atom charges from the Mulliken analysis, given in e for atoms 1 to 2: 1.29, -0.53

***

Entry 2:
Below is a structure of composition C5H11NO4S2 at a distorted geometry, with properties calculated with ωB97M-V/def2-TZVPD.

Computed properties:
energy relative to the best compared isomer or geometry (same formula, charge and spin): 0.0 kJ/mol
E_tot: -36711.03151 eV
lowest unoccupied orbital energy: 0.53 eV
orbital gap: 10.25 eV

XYZ file:
```
23
Properties=species:S:1:pos:R:3:forces:R:3
S 0.72207 1.22180 -0.09350 1.64 0.45 1.23
S -1.11473 -0.82626 0.36442 -0.84 -0.46 0.42
O -0.84954 -0.66325 1.75744 -0.24 -0.05 0.30
O 0.89059 2.13123 -1.19088 -0.56 -0.23 -0.01
O -0.83352 0.56931 -0.36129 0.03 0.07 -0.36
O -0.47935 -1.88666 -0.34273 -0.03 0.01 -0.34
N 1.71189 0.17992 0.31980 -0.91 0.99 -0.03
C -3.69612 -0.88851 1.11067 -0.04 -0.01 0.27
C 0.37466 2.12227 1.41752 -0.09 -0.44 -0.57
C 2.14930 -0.55057 -2.02715 0.15 -0.04 0.21
C 2.42188 -0.73970 -0.54197 0.19 -0.36 -0.33
C -2.87269 -0.89827 0.08715 0.76 0.17 -0.15
H -3.29546 -0.83177 2.10831 0.04 0.06 0.24
H -3.14726 -0.96322 -0.94881 -0.10 -0.03 -0.27
H 2.12264 -1.75038 -0.24385 0.19 0.10 -0.02
H 2.73047 -1.26319 -2.60624 0.01 -0.08 -0.09
H 2.40473 0.45850 -2.33644 0.06 0.04 -0.13
H 1.09180 -0.71599 -2.21697 -0.10 -0.06 -0.17
H 0.08234 1.38364 2.15281 -0.04 0.00 0.12
H -4.76957 -0.94231 1.00201 -0.02 -0.05 -0.15
H -0.41794 2.83153 1.20798 -0.09 0.04 -0.06
H 3.48871 -0.60961 -0.32718 -0.14 -0.12 -0.02
H 1.28511 2.63148 1.70889 0.16 0.00 -0.10
```
Positions in Å, forces in eV/Å.

Atom charges from the Mulliken analysis, given in e for atoms 1 to 2: 0.94, 1.33

***

Entry 3:
Below is a structure of composition C14H25B2BaF8NO6 at a distorted geometry, with properties calculated with ωB97M-V/def2-TZVPD.

Computed properties:
spin multiplicity: 2
E_tot: -52496.74808 eV
expectation value of S²: 0.763
lowest unoccupied orbital energy (alpha / beta): 2.00 / 2.00 eV
charge: -1
orbital gap (alpha / beta): 3.76 / 7.35 eV

XYZ file:
```
57
Properties=species:S:1:pos:R:3:forces:R:3
Ba -14.72445 13.01689 26.93081 0.66 0.04 1.45
F -13.72623 15.43646 28.39543 1.81 -1.30 1.92
F -15.58824 9.89636 27.61160 -0.46 0.65 -0.29
F -15.65797 15.55118 27.48185 -4.54 -1.29 -0.01
F -14.97732 8.78540 25.72789 -0.07 1.21 -0.19
F -15.76627 11.02999 25.57028 -0.54 -0.26 -0.32
F -13.80647 10.59800 26.49569 2.95 0.86 -0.16
F -14.42510 17.35612 27.54577 0.35 1.08 -0.69
F -13.90903 15.50411 26.21177 1.05 -0.13 -2.36
O -13.23102 12.04938 29.11236 -2.13 0.94 -3.15
O -12.14034 13.13648 26.64183 0.43 1.16 -1.48
O -13.88065 13.11579 24.22368 -0.40 0.65 0.61
O -17.30856 13.65929 26.58315 -0.33 -0.71 0.89
O -16.10382 13.33893 29.30370 -1.55 -0.32 -1.77
O -12.18708 12.69446 30.94649 0.21 1.12 0.50
N -12.58701 11.82402 30.13132 2.04 -4.51 3.19
C -18.03370 13.82147 25.41470 -0.46 -0.03 -0.83
C -17.45727 12.95754 28.93299 0.80 -0.18 -0.71
C -12.28023 10.39510 30.47644 0.40 2.38 -0.69
C -18.12900 13.73175 27.77689 1.40 0.69 -0.22
C -14.71341 12.79690 23.11319 1.04 0.54 -0.50
C -11.24173 13.87861 27.51021 2.09 -1.26 0.04
C -11.42458 10.10059 31.54809 1.00 -0.58 1.37
C -11.24028 7.83728 30.86939 1.15 -1.46 0.49
C -12.15342 8.04182 29.86434 -0.59 1.63 -0.12
C -10.85201 8.82196 31.74250 -1.20 1.99 -1.11
C -12.49583 12.72319 24.14072 -1.64 -2.15 0.01
C -11.69208 13.34603 25.24432 -0.63 1.10 1.08
C -16.11266 14.30924 30.27782 0.19 1.16 1.73
C -12.59989 9.35936 29.61105 -0.27 -1.78 -0.50
B -14.42099 15.98747 27.38098 1.35 2.51 1.01
B -15.01465 10.07968 26.33192 -2.14 -3.33 0.28
H -18.48730 14.80772 25.31647 -0.33 0.17 0.38
H -18.22238 14.80649 27.93278 -0.07 0.10 0.63
H -17.40360 13.75590 24.52769 0.38 -0.29 0.27
H -11.10211 10.82776 32.27859 -0.31 0.59 -0.36
H -12.56667 7.23591 29.27601 0.35 -0.06 -0.28
H -15.16765 14.83063 30.43005 0.38 -0.67 -0.42
H -10.06490 8.64845 32.46136 -0.13 0.10 0.21
H -18.15423 12.98329 29.77066 0.21 0.03 0.33
H -10.36927 13.22828 27.44712 0.54 0.03 0.50
H -16.36797 13.78511 31.19881 -0.15 0.39 0.46
H -15.76709 13.05307 23.22381 0.19 0.00 0.88
H -10.63710 13.08662 25.15580 0.02 -0.14 -0.01
H -13.14519 9.45833 28.68409 -0.37 0.63 0.25
H -18.77852 13.02779 25.35628 -0.32 0.07 -0.25
H -10.82915 14.84396 27.21699 -0.94 0.32 -0.99
H -11.43444 14.00386 28.57570 -1.32 -0.67 -0.28
H -14.65966 11.74550 22.83078 0.18 -0.07 -0.01
H -17.29800 11.92158 28.63376 -0.45 -0.17 -0.15
H -14.36193 13.46986 22.33109 -0.02 -0.37 -0.68
H -19.13628 13.35063 27.60884 0.02 -0.41 -0.14
H -12.06002 12.88038 23.15407 0.12 0.91 -0.05
H -16.79642 15.13755 30.09217 -0.48 -0.12 -0.22
H -11.83358 14.41256 25.06945 0.43 0.31 0.08
H -12.57847 11.63638 24.15016 0.57 -0.41 0.57
H -10.65099 6.93743 30.96642 -0.47 -0.69 -0.17
```
Positions in Å, forces in eV/Å.

Atom charges from the Mulliken analysis, given in e for atoms 1 to 2: 1.69, -0.27

***

Question: Among the records above, which one has the highest E_tot?
Answer: C5H11NO4S2